1.
ORCA calculation (the ωB97M-V functional and the def2-TZVPD basis) on C40H62AsBClN8SV as an isolated structure at a distorted geometry.

Structure (XYZ):
```
115
Properties=species:S:1:pos:R:3:forces:R:3:lowdin_spin:R:1
V -0.26475 -0.29415 0.40850 -0.2 0.8 -1.1 2.044
C -4.30953 -0.06541 -3.63301 0.2 0.0 0.0 0.000
C -3.74398 0.36870 -2.31909 -0.1 0.0 0.3 0.000
C -4.45641 0.99736 -1.32702 0.1 -0.1 0.1 -0.001
C -3.56377 1.17363 -0.25815 -0.1 0.7 -0.5 -0.001
N -2.36300 0.69028 -0.60045 0.8 2.2 -1.7 -0.011
N -2.48310 0.18881 -1.85875 -0.1 0.7 -0.7 0.001
B -1.39120 -0.53601 -2.69111 0.1 -0.1 0.4 0.001
N -1.03743 -1.90135 -2.03532 0.0 -0.2 -0.6 0.003
N -0.29680 -2.13055 -0.91126 0.0 -0.2 0.4 0.000
C -0.17217 -3.46699 -0.79593 0.1 0.0 -0.3 0.004
C -0.81181 -4.08058 -1.88092 -0.1 0.1 0.1 0.001
C -1.35121 -3.07066 -2.63469 0.1 -0.3 0.3 0.002
C -2.19169 -3.28420 -3.85123 0.1 0.3 0.0 0.000
C 0.56208 -4.33798 0.21863 0.0 0.0 0.1 0.001
C -0.43053 -5.33410 0.84391 0.0 0.1 -0.1 0.000
C 1.25059 -3.56048 1.32990 0.0 0.0 -0.2 0.004
C 1.61798 -5.16692 -0.53591 0.1 0.0 0.0 0.003
N -0.16992 0.28916 -3.11978 -0.4 -0.1 -0.3 0.000
N 0.78140 0.81077 -2.30903 0.2 -0.4 0.3 0.005
C 1.60358 1.51070 -3.08194 0.2 -0.2 -0.2 0.000
C 1.18508 1.42502 -4.42453 0.0 -0.1 0.1 0.000
C 0.05810 0.64337 -4.41129 0.3 0.1 -0.1 0.000
C -0.73811 0.23761 -5.61111 0.0 0.0 0.2 0.000
C 2.82919 2.28352 -2.64715 0.2 0.1 0.0 0.001
C 4.07154 1.57106 -3.20904 -0.1 0.0 0.0 0.009
C 2.94638 2.41297 -1.12320 0.2 0.0 -0.6 0.004
C 2.76253 3.69490 -3.25421 0.0 0.0 0.0 0.000
C -3.94888 1.83266 1.05693 -0.1 0.1 0.2 0.000
C -5.39255 2.34263 0.95984 0.0 -0.1 0.0 0.000
C -3.05141 3.02948 1.36146 0.0 0.0 -0.1 0.000
C -3.87758 0.84313 2.22724 -0.4 0.4 0.5 0.001
H -5.33430 0.29654 -3.70438 0.0 0.0 0.0 0.000
H -4.33006 -1.15088 -3.71493 0.0 0.0 -0.1 0.000
H -3.74627 0.32560 -4.47979 0.0 0.0 0.0 0.000
H -5.49708 1.26232 -1.39315 0.0 0.1 0.1 0.000
H -1.93006 -0.80131 -3.71027 -0.1 -0.1 -0.1 0.000
H -0.89340 -5.13239 -2.09281 0.0 0.0 0.0 0.000
H -2.23742 -4.35287 -4.05504 0.0 0.0 0.0 0.000
H -1.79202 -2.78072 -4.73033 0.0 0.0 0.0 0.000
H -3.20641 -2.92560 -3.68853 0.0 0.0 -0.1 0.000
H -1.22614 -4.81314 1.36555 -0.1 0.1 0.1 0.000
H 0.10025 -5.96955 1.55710 0.0 0.0 0.0 0.000
H -0.87801 -5.97607 0.08274 0.0 0.0 0.0 0.000
H 1.48868 -4.22671 2.16219 0.0 0.0 0.0 0.000
H 2.17402 -3.11085 0.97955 0.0 0.1 0.1 0.000
H 0.61976 -2.75520 1.68826 0.0 0.0 0.1 0.003
H 1.16646 -5.78747 -1.31090 0.0 0.0 0.0 0.000
H 2.12795 -5.82394 0.17300 0.0 0.0 0.0 0.000
H 2.36385 -4.52877 -1.01194 -0.1 -0.2 0.1 0.002
H 1.64266 1.86553 -5.29513 0.0 0.0 0.0 0.000
H -0.24041 0.62937 -6.49693 0.0 0.0 0.0 0.000
H -1.75264 0.63822 -5.58060 0.0 -0.1 0.0 0.000
H -0.79787 -0.84740 -5.70244 -0.1 0.0 0.0 0.000
H 4.20673 0.60432 -2.72216 0.0 0.0 0.0 0.010
H 4.96109 2.17927 -3.02494 0.0 0.0 0.0 0.000
H 3.98032 1.41167 -4.28552 0.0 0.0 0.0 0.000
H 2.39216 1.62093 -0.62025 0.1 0.1 0.1 0.003
H 2.54626 3.37400 -0.80364 0.6 -0.3 -0.6 0.000
H 3.99058 2.35150 -0.81340 0.0 0.0 -0.1 0.000
H 2.79980 3.66551 -4.34529 0.0 0.0 0.0 0.000
H 3.61300 4.28369 -2.90091 0.0 0.0 0.0 0.000
H 1.84093 4.19617 -2.95339 0.4 0.0 -0.1 0.000
H -5.50516 3.05372 0.13931 0.0 0.0 0.0 0.000
H -5.65853 2.84990 1.88904 0.0 0.0 0.0 0.000
H -6.09578 1.52029 0.81221 0.0 0.0 0.0 0.000
H -3.07546 3.75777 0.54863 0.0 0.0 0.0 0.000
H -2.03201 2.69166 1.48326 -0.2 0.2 -0.1 0.000
H -3.37916 3.51926 2.28305 0.0 0.0 0.0 0.000
H -4.48070 -0.04492 2.02585 0.0 0.0 0.1 0.000
H -4.26705 1.31857 3.13136 0.0 0.1 0.0 0.000
H -2.85074 0.53499 2.42125 -0.3 0.3 0.6 0.000
C 0.83075 3.51586 0.60642 -0.1 0.1 0.5 0.000
N 0.17612 2.27322 1.01370 -0.2 -0.2 -0.1 0.002
C -0.12743 2.24312 2.25836 0.5 0.1 0.0 0.003
C -0.46794 1.07435 2.97948 0.0 -0.1 0.5 0.005
C -0.62084 0.98545 4.36690 0.0 0.2 -0.2 0.008
C -0.62060 -0.37276 4.67362 0.0 -0.1 0.0 0.005
C -0.47040 -1.04516 3.46176 -0.1 -0.1 0.2 0.010
N -0.39321 -0.18621 2.43201 -0.1 0.2 0.5 -0.006
C 0.43425 4.17346 -0.69680 -0.4 -0.1 0.3 0.000
C -0.14854 3.47055 -1.73689 -0.5 0.2 0.3 0.000
C -0.53380 4.11507 -2.90121 -0.3 0.2 -0.1 0.000
C -0.33104 5.48032 -3.04520 -0.1 0.0 0.0 0.000
C 0.27675 6.19049 -2.01908 0.0 0.0 0.1 0.000
C 0.65381 5.53908 -0.85292 0.1 0.1 0.0 0.000
H 1.90230 3.28683 0.56812 -0.6 0.2 0.5 0.000
H 0.70358 4.26935 1.39721 0.0 0.0 0.0 0.000
H -0.03817 3.14839 2.87299 0.0 0.0 0.0 0.000
H -0.70802 1.82386 5.04198 0.1 0.0 0.0 0.000
H -0.69316 -0.83036 5.64741 0.0 0.0 0.0 0.000
H -0.42481 -2.11172 3.33177 0.0 0.0 -0.1 0.000
H -0.30470 2.41910 -1.61524 -0.3 -0.1 0.1 0.000
H -1.00063 3.54544 -3.69750 0.0 0.0 0.0 0.000
H -0.64012 5.98755 -3.95135 0.0 0.0 0.0 0.000
H 0.44504 7.25614 -2.12112 0.0 0.0 0.0 0.000
H 1.12486 6.10020 -0.05186 0.0 0.0 0.0 0.000
Cl -2.57243 -2.44100 1.66042 -0.1 -1.2 0.7 -0.006
C -2.23277 -1.00279 0.67398 -0.4 -0.8 0.3 -0.071
H -2.80505 -0.20659 1.14392 0.9 -1.8 -0.4 0.001
H -2.70130 -1.22914 -0.28342 0.1 -0.7 0.6 0.000
C 5.21364 0.62402 0.97058 -0.1 0.1 0.0 0.419
As 3.79241 -0.84118 -0.19517 0.7 -0.3 -0.2 0.271
C 2.99941 -2.07829 -1.63183 0.0 0.3 0.1 0.186
C 4.67601 -2.32562 0.78204 0.0 0.0 0.0 -0.003
S 2.08958 -0.32380 1.05342 0.0 -0.1 0.4 0.004
H 6.20178 0.65461 0.51524 0.0 -0.1 -0.1 0.014
H 5.21905 0.20353 1.97435 0.0 -0.1 0.0 0.028
H 4.70488 1.58334 0.93061 0.0 -0.1 0.0 0.017
H 3.79896 -2.67064 -2.08051 0.1 0.0 0.1 0.003
H 2.50817 -1.47250 -2.38701 -0.1 0.1 -0.1 0.002
H 2.26631 -2.71105 -1.14515 0.0 0.1 -0.1 0.015
H 5.75724 -2.19971 0.70363 0.0 0.0 0.0 0.001
H 4.40634 -3.30006 0.37336 -0.1 0.0 0.0 -0.001
H 4.40190 -2.29328 1.83650 0.0 0.1 0.0 0.001
```
Forces are in eV/Å.

Output
- Charge: -1
- HOMO (spin up / spin down): -3.3 / -4.8 eV
- Spin multiplicity: 4
- Energy above the lowest of the compared OMol25 structures with the same formula, charge and spin: 116.2 kcal per mole
- <S²>: 3.802

2.
ORCA calculation (the ωB97M-V functional and the def2-TZVPD basis) on C40H62Br51NO4Si2 as an isolated structure at a distorted geometry.

Structure (XYZ):
```
160
Properties=species:S:1:pos:R:3:forces:R:3:mulliken_charge:R:1
C -3.97811 -1.25908 0.41358 -0.3 -0.7 -0.4 -0.306
C -3.57238 -2.71508 -0.09001 -0.5 1.3 -0.5 0.175
C -2.63642 -2.65067 -1.36741 0.0 -1.0 0.3 -0.571
C -1.17082 -3.11638 -1.03736 -0.3 0.7 -0.6 -0.281
O -0.35419 -1.98356 -0.63425 1.3 -0.3 -0.8 0.149
Si 1.06506 -1.95630 -1.58265 0.2 0.2 0.4 0.235
C 0.72700 -1.26934 -3.31996 0.0 0.3 0.0 -0.613
C 1.26061 0.20080 -3.55904 0.4 -0.8 -0.7 -0.410
O 0.15025 1.11889 -3.81165 0.6 0.5 1.7 -0.447
C -0.47354 1.34946 -2.57782 -0.8 -0.7 -0.1 0.747
O -1.40417 0.67126 -2.24989 0.1 0.4 -0.1 -0.472
O 2.31237 -1.06478 -0.83582 -2.3 0.2 0.3 -0.350
Si 1.74769 -0.04521 0.41748 0.9 0.6 0.0 0.415
C 2.71463 1.62196 0.52034 -0.1 -1.1 -0.2 -0.463
C 3.00419 1.87628 2.05121 0.8 0.5 0.1 -0.113
C 2.62635 3.30371 2.59322 0.5 0.0 0.0 -0.799
C 1.30815 3.93573 2.02550 -0.1 0.3 0.7 -0.786
C 0.08554 2.95849 1.85660 0.3 0.5 -0.4 1.568
C -0.12110 1.91325 3.01867 -1.3 0.0 -0.4 -0.422
C -1.44666 2.30465 3.79667 0.7 -0.3 -0.4 -1.528
C -2.76499 1.86201 3.05767 -0.7 0.8 1.1 0.851
C -3.56390 3.05957 2.38820 -0.8 -1.3 -0.3 -1.014
C -4.33283 2.45662 1.14441 -0.2 1.3 -0.6 0.650
C -5.11853 3.58484 0.33617 1.0 -0.2 -0.1 -1.043
C -4.66768 3.63438 -1.18804 -1.0 1.2 1.7 -0.594
N -5.62691 2.93859 -2.06240 2.5 0.3 -1.0 0.567
C -5.48502 3.26510 -3.40663 -2.5 -2.7 -1.6 -0.538
C -6.50713 2.52800 -4.12094 1.0 -0.1 2.4 -0.574
C -7.23632 1.75997 -3.08567 1.4 0.8 0.4 -0.859
C -6.62543 2.02616 -1.79817 -0.3 0.0 -2.9 -0.225
H -3.10428 -0.56379 0.42384 -0.7 -0.5 0.1 -0.032
H -4.47074 -1.31736 1.41969 0.5 0.1 -0.7 -0.080
H -4.75952 -0.87308 -0.29537 0.8 -0.1 0.6 0.224
H -3.10424 -3.27965 0.74906 -0.4 0.2 -0.8 -0.351
H -4.53525 -3.18907 -0.41792 0.9 0.1 0.6 0.428
H -3.03125 -3.38020 -2.13195 0.4 0.6 0.7 0.476
H -2.66813 -1.64339 -1.86452 0.3 -0.8 0.6 0.139
H -1.12703 -3.85168 -0.19044 -0.2 0.4 -1.1 -0.111
H -0.70530 -3.54072 -1.97684 -0.6 -0.1 0.9 0.348
H 1.55714 -3.34548 -1.72560 0.0 0.1 0.1 -0.287
H -0.38216 -1.29448 -3.47813 0.9 0.1 0.0 0.323
H 1.17477 -1.95521 -4.08419 -0.3 0.5 0.7 0.474
H 1.90374 0.16583 -4.47774 -0.8 0.5 0.8 0.337
H 1.90814 0.58750 -2.72820 -0.6 -0.3 -0.6 0.171
H -0.14189 2.14510 -1.84331 0.5 -0.4 -1.2 -0.183
H 1.87234 -0.76535 1.70684 0.2 -0.1 -0.1 -0.317
H 0.32318 0.31152 0.30766 -0.1 -0.2 -0.4 -0.101
H 3.64254 1.46758 -0.08675 -0.5 0.4 0.6 0.499
H 2.11062 2.41113 0.01228 0.5 -0.4 0.5 0.199
H 4.11762 1.76157 2.18836 -1.1 0.1 0.0 -0.249
H 2.56084 1.09620 2.73093 0.2 0.7 -0.9 0.524
H 3.47731 4.00531 2.35943 -0.8 -0.6 0.1 0.254
H 2.61730 3.23868 3.71874 -0.2 0.1 -1.1 0.330
H 1.53552 4.48047 1.06683 -0.3 -0.7 0.8 0.155
H 0.98665 4.74367 2.74513 0.4 -0.7 -0.6 0.398
H 0.16097 2.50461 0.83196 -0.1 0.0 1.1 -1.154
H -0.83791 3.60184 1.81650 0.9 -0.6 -0.1 -0.023
H -0.30271 0.89137 2.57578 0.4 0.9 0.5 0.095
H 0.72254 1.83554 3.74236 -0.5 0.2 -0.7 0.476
H -1.44259 3.42916 3.87059 -0.1 -1.1 0.4 0.455
H -1.38756 1.84250 4.81251 -0.2 0.5 -0.7 0.373
H -3.45676 1.46159 3.85564 0.6 0.2 -0.8 -0.333
H -2.63239 1.03069 2.32257 0.3 0.7 0.5 -0.048
H -4.36222 3.46620 3.07200 0.9 -0.4 -0.4 0.367
H -2.91517 3.92783 2.11786 -0.4 -0.8 -0.1 0.477
H -3.58177 2.02651 0.42633 -0.7 0.0 0.8 -0.072
H -5.08686 1.68493 1.44375 1.0 0.4 0.0 -0.197
H -4.85741 4.57118 0.79810 -0.2 -0.7 -0.4 0.434
H -6.22999 3.48305 0.42284 0.9 0.1 -0.2 0.404
H -3.60507 3.31588 -1.31705 -0.9 -0.2 0.0 0.243
H -4.70076 4.72433 -1.47811 0.0 -1.1 0.1 0.280
H -4.74712 3.95649 -3.86507 -0.6 -0.6 1.0 0.479
H -6.71070 2.53753 -5.21274 0.2 0.0 1.1 0.369
H -8.09832 1.09291 -3.27453 0.8 0.5 0.3 0.343
H -6.85216 1.62575 -0.79528 0.3 0.5 -0.8 0.413
C -2.46821 -5.83783 3.30511 0.0 0.0 0.0 -0.361
Br -1.17135 -4.68980 2.44894 0.0 -0.1 0.2 0.062
Br -4.04310 -4.84568 3.82584 0.1 -0.1 -0.1 0.011
Br -2.90771 -7.37629 2.21952 0.1 0.3 0.2 0.156
H -2.00956 -6.21325 4.21494 0.0 0.0 -0.1 0.214
C 7.46872 3.14489 1.61441 0.0 0.0 0.0 0.237
Br 5.96543 3.58516 0.48316 0.1 -0.2 0.2 0.028
Br 8.01626 4.64968 2.69835 -0.1 -0.2 -0.1 -0.037
Br 7.12955 1.57259 2.68674 0.1 0.2 -0.1 0.002
H 8.29965 2.90747 0.95807 -0.1 0.1 0.1 -0.218
C 10.74914 1.08410 -0.28513 0.1 0.0 0.0 -0.353
Br 9.21637 1.51041 -1.38615 0.1 0.0 0.2 0.005
Br 11.28125 2.58339 0.81426 -0.2 -0.2 -0.1 -0.027
Br 10.44757 -0.50569 0.77314 0.0 0.2 -0.7 -0.036
H 11.57433 0.87008 -0.95570 -0.1 0.0 0.1 0.378
C 6.11336 7.04310 -2.04802 -0.1 0.0 0.1 0.084
Br 7.34503 5.58712 -2.39680 -0.2 0.2 0.0 -0.052
Br 4.40595 6.76288 -2.91059 0.2 -0.1 0.1 0.035
Br 5.91410 7.38170 -0.15566 0.0 0.0 -0.3 0.060
H 6.54589 7.93609 -2.48457 -0.1 -0.1 0.1 -0.166
C -4.13664 -11.51949 2.68871 0.1 0.0 0.0 -0.270
Br -4.21419 -10.27222 1.21324 -0.2 -0.4 0.1 0.058
Br -5.23740 -10.94534 4.17135 0.1 -0.1 -0.2 -0.041
Br -4.56414 -13.32081 2.13103 0.0 0.2 0.1 -0.051
H -3.11003 -11.53070 3.04067 -0.1 0.0 -0.1 0.298
C -5.64134 -0.40167 4.36506 0.1 0.0 -0.1 0.168
Br -5.05642 -0.45480 6.20679 -0.1 0.0 -0.2 -0.015
Br -6.69978 -1.95315 3.90161 0.1 0.2 0.1 -0.090
Br -6.56611 1.24594 3.95236 0.0 -0.2 0.1 -0.028
H -4.74888 -0.42899 3.74698 -0.1 0.0 0.1 -0.088
C -2.43537 -11.52054 -2.50792 0.1 0.0 0.0 -0.334
Br -3.91645 -11.06153 -3.66120 0.1 -0.1 0.1 -0.032
Br -1.78864 -9.99191 -1.51977 0.0 -0.1 -0.2 0.028
Br -2.87344 -12.99686 -1.33760 0.0 0.2 -0.1 -0.042
H -1.62300 -11.84905 -3.14708 -0.1 0.0 0.1 0.342
C 0.77411 -8.67133 5.01191 0.0 -0.1 0.1 -0.380
Br -1.06015 -9.19746 5.31864 0.2 0.1 -0.1 -0.021
Br 1.26273 -8.83561 3.14627 -0.1 0.1 0.2 0.057
Br 1.13093 -6.89750 5.69123 -0.1 -0.2 -0.2 -0.031
H 1.40156 -9.35930 5.56842 -0.1 0.1 -0.1 0.369
C -7.88410 -9.54712 -3.45581 0.1 0.0 0.0 -0.260
Br -7.28998 -9.61363 -1.61809 -0.1 0.0 -0.2 0.052
Br -8.90314 -11.11836 -3.93749 0.1 0.2 0.1 -0.008
Br -8.85208 -7.91759 -3.83876 0.1 -0.2 0.1 -0.017
H -6.99503 -9.54205 -4.07728 -0.1 0.0 0.1 0.224
C 1.77388 -12.44061 1.88407 0.0 0.1 -0.1 0.228
Br 3.38371 -13.01286 0.98339 -0.2 0.0 0.2 -0.019
Br 0.19944 -12.77444 0.81385 0.1 0.0 0.1 0.102
Br 1.62083 -13.21124 3.65160 0.0 0.1 -0.2 -0.046
H 1.84792 -11.36595 2.01273 0.0 -0.2 0.0 -0.264
C 5.78843 11.80854 -0.52446 0.0 0.0 0.1 -0.358
Br 7.47163 11.54535 0.38745 -0.3 0.0 -0.1 -0.001
Br 5.76962 10.94026 -2.25565 0.0 0.0 0.2 -0.046
Br 4.28696 11.26648 0.56559 0.2 0.0 -0.2 -0.010
H 5.68504 12.87338 -0.70215 0.0 -0.2 0.0 0.393
C 4.08993 -9.93660 -2.05628 0.0 -0.1 0.0 -0.353
Br 3.98572 -8.69473 -3.53384 0.0 -0.2 0.2 -0.036
Br 2.96845 -9.38594 -0.57766 0.1 0.0 -0.2 0.062
Br 3.70562 -11.74765 -2.61355 0.0 0.3 0.0 -0.026
H 5.11453 -9.92319 -1.70096 -0.2 0.0 0.0 0.354
C -8.00043 6.47964 -2.01048 -0.1 -0.2 -0.2 -0.357
Br -7.80078 4.58694 -2.35095 -1.5 1.8 0.5 0.228
Br -9.86107 7.00400 -1.88397 0.2 0.0 0.0 -0.073
Br -6.99190 7.03937 -0.45283 -0.1 0.0 -0.1 -0.091
H -7.58188 7.00485 -2.86263 -0.1 0.0 0.2 0.397
C 9.57983 -0.69490 5.69521 0.1 -0.1 0.1 -0.394
Br 7.78128 -1.36401 5.93837 0.2 0.1 -0.1 -0.020
Br 10.10701 -0.72047 3.83358 -0.2 0.1 0.7 0.076
Br 9.80524 1.05905 6.47642 -0.1 -0.2 -0.2 -0.012
H 10.24447 -1.36788 6.22607 -0.1 0.1 0.0 0.351
C 9.84357 10.15768 -3.36962 -0.1 0.1 0.0 -0.303
Br 11.21614 10.15832 -4.73101 -0.2 -0.1 0.2 -0.033
Br 8.99720 8.42885 -3.19154 0.4 0.2 -0.1 0.109
Br 10.50679 10.79535 -1.67163 0.1 -0.1 -0.3 -0.004
H 9.07582 10.85344 -3.69182 0.1 -0.1 0.1 0.296
C 0.08798 6.84846 -1.95542 0.1 0.1 0.2 0.432
Br 0.25251 4.96773 -2.37291 0.0 0.2 0.0 0.166
Br -1.76114 7.39544 -1.83285 0.2 -0.1 0.0 0.008
Br 1.08608 7.32352 -0.36993 -0.1 -0.1 -0.1 -0.047
H 0.52886 7.39563 -2.78607 -0.2 -0.3 0.4 -0.502
C -0.86077 7.76557 -6.23094 -0.2 -0.1 -0.1 -0.378
Br -0.91807 5.88432 -6.66912 0.0 0.3 0.1 0.001
Br -2.55443 8.39691 -5.54745 0.2 -0.1 -0.1 -0.003
Br 0.60117 8.17516 -5.02793 -0.1 0.1 -0.5 0.005
H -0.67062 8.30286 -7.15365 0.0 -0.1 0.2 0.356
```
Forces are in eV/Å.

Output
- HOMO: -7.9 eV